(1)
{"formula": "C20H22BrCoN2O3", "method": "ωB97M-V with the def2-TZVPD basis set", "symbols": ["Co", "O", "C", "C", "C", "C", "C", "C", "C", "O", "N", "N", "C", "C", "Br", "C", "C", "C", "C", "C", "C", "C", "H", "H", "H", "H", "H", "H", "H", "H", "H", "H", "H", "H", "H", "H", "C", "C", "C", "O", "C", "H", "H", "H", "H", "H", "H", "H", "H"], "positions_angstrom": [[-0.332, -0.013, 0.162], [3.609, 3.526, -0.107], [2.684, 3.949, -1.030], [2.949, 4.952, -1.949], [1.978, 5.310, -2.872], [0.750, 4.667, -2.886], [0.490, 3.665, -1.963], [1.451, 3.304, -1.034], [1.191, 2.251, 0.030], [-0.095, 1.787, 0.037], [2.142, 1.121, -0.155], [1.627, -0.088, -0.187], [2.251, -1.209, -0.192], [1.535, -2.467, -0.222], [-0.377, -2.244, -0.531], [2.133, -3.655, -0.066], [1.692, -5.041, -0.039], [0.364, -5.486, -0.015], [0.076, -6.839, 0.013], [1.095, -7.780, 0.019], [2.417, -7.358, 0.005], [2.708, -6.008, -0.020], [4.393, 4.082, -0.163], [3.913, 5.450, -1.944], [2.189, 6.098, -3.583], [-0.004, 4.952, -3.608], [-0.467, 3.162, -1.941], [1.464, 2.709, 0.997], [3.132, 1.288, -0.037], [3.336, -1.257, -0.179], [3.209, -3.561, 0.056], [-0.459, -4.790, -0.005], [-0.959, -7.154, 0.032], [0.857, -8.835, 0.040], [3.220, -8.083, 0.016], [3.743, -5.688, -0.034], [-0.873, 0.483, 4.382], [0.494, -0.202, 4.474], [0.995, -0.069, 3.049], [-0.176, -0.316, 2.248], [-1.363, 0.075, 2.995], [-0.752, 1.565, 4.437], [-1.562, 0.169, 5.161], [0.383, -1.256, 4.734], [1.161, 0.273, 5.190], [1.753, -0.796, 2.765], [1.365, 0.944, 2.858], [-2.021, -0.795, 3.028], [-1.862, 0.892, 2.470]], "lowdin_charge": [0.46, 0.05, -0.27, -0.02, -0.07, -0.07, -0.02, -0.11, -0.37, -0.19, 0.07, -0.08, -0.16, -0.49, 1.02, -0.06, -0.22, -0.05, -0.07, -0.06, -0.06, -0.03, 0.12, 0.12, 0.11, 0.11, 0.11, 0.15, 0.15, 0.15, 0.12, 0.04, 0.11, 0.11, 0.11, 0.12, -0.14, -0.14, -0.17, -0.25, -0.15, 0.12, 0.12, 0.12, 0.12, 0.13, 0.13, 0.13, 0.12], "multiplicity": 2, "charge": 1, "s_squared": 0.77, "homo_energy_ha": [-0.40106, -0.40061], "homo_lumo_gap_ev": [6.83, 7.38]}

=====

(2)
{"formula": "C7H8N2O", "method": "ωB97M-V with the def2-TZVPD basis set", "symbols": ["C", "C", "C", "C", "C", "C", "C", "N", "N", "O", "H", "H", "H", "H", "H", "H", "H", "H"], "positions_angstrom": [[-2.284, 0.816, 0.224], [-3.044, -0.317, 0.029], [-0.892, 0.395, 0.143], [-0.939, -0.938, -0.065], [1.232, -1.379, 0.158], [0.437, 0.934, 0.052], [2.756, 0.483, -0.152], [-2.162, -1.444, -0.146], [1.477, -0.102, 0.195], [1.740, -2.447, 0.230], [-2.618, 1.785, 0.298], [-4.147, -0.379, 0.321], [0.638, 1.391, -0.924], [0.759, 1.702, 0.894], [2.682, 0.744, -1.230], [2.959, 1.257, 0.446], [3.635, -0.171, -0.039], [-2.230, -2.330, -0.437]], "lowdin_charge": [-0.04, -0.10, -0.26, -0.07, -0.25, -0.14, -0.02, 0.06, -0.12, 0.12, 0.06, 0.12, 0.12, 0.17, 0.11, 0.04, 0.11, 0.09], "multiplicity": 1, "homo_energy_ha": -0.29272, "homo_lumo_gap_ev": 8.73}

=====

Per-record energy above the lowest of the compared OMol25 structures with the same formula, charge and spin, kJ/mol: 24.0; 364.1